# 1
The following is a DFT calculation (ωB97M-V with the def2-TZVPD basis set) of 2 unconnected molecules or ions with the total composition CHNOS.

Computed properties:
E_tot, Ha: -566.69371
E_LUMO (alpha / beta), Eh: -0.0169 / -0.0186
E_HOMO (alpha / beta), eV: -7.50 / -7.49
Energy relative to the best compared isomer or geometry (same formula, charge and spin), kcal per mole: 85.8

Last column: natural (NBO) charge in e.
Element x y z (Å)
C: 0.72 -0.33 0.23  -0.309
N: -1.31 0.81 0.18  0.228
O: -1.98 0.40 -0.69  -0.206
S: 2.00 0.32 -0.43  0.135
H: 0.57 -1.19 0.71  0.152

***

# 2
The following is a DFT calculation (ωB97M-V with the def2-TZVPD basis set) of a molecular structure, C3H14AlN6O5.

Computed properties:
E_tot, Ha: -1069.50130
Net charge: +1
E_LUMO, Eh: -0.3000
E_HOMO, eV: -12.69
Energy relative to the best compared isomer or geometry (same formula, charge and spin), kcal per mole: 35.4

Last column: natural (NBO) charge in e.
Element x y z (Å)
Al: 0.70 -0.61 0.77  1.501
O: -0.97 1.10 2.38  -0.846
H: -1.26 0.48 3.07  0.442
O: 1.78 -1.67 3.24  -0.718
H: 2.15 -1.09 3.94  0.447
C: 3.13 -3.45 -1.18  0.776
O: 2.46 -2.66 -0.51  -0.752
N: 2.76 -4.71 -1.33  -0.814
N: 4.27 -3.30 -1.73  -0.778
H: 3.23 -5.34 -1.96  0.392
H: 2.01 -5.04 -0.74  0.411
H: 4.61 -4.12 -2.22  0.393
H: 4.71 -2.41 -1.91  0.415
C: -0.09 3.19 -0.09  0.783
O: 0.56 2.14 -0.14  -0.726
N: 0.31 4.32 -0.59  -0.795
N: -1.26 3.35 0.55  -0.845
H: 1.21 4.36 -1.05  0.422
H: -0.28 5.12 -0.42  0.393
H: -1.58 2.59 1.13  0.443
H: -1.55 4.31 0.70  0.386
C: -2.90 0.31 -0.45  0.780
O: -1.76 0.15 -0.77  -0.696
N: -3.67 -0.61 0.07  -0.804
N: -3.49 1.52 -0.61  -0.828
H: -4.51 -0.37 0.58  0.397
H: -3.25 -1.48 0.36  0.404
H: -4.43 1.64 -0.25  0.394
H: -2.87 2.28 -0.84  0.425

***

Number 1: strongest force on any atom 0.110 hartree/bohr. Number 2: strongest force on any atom 0.098 hartree/bohr.